No. 1
{"formula": "C4H8O", "method": "ωB97M-V/def2-TZVPD", "spin_multiplicity": 1, "smiles": "C[C@@H]1O[C@@H]1C", "de_lowest_ev": 1.098, "e_lumo_ev": 1.20, "homo_energy_ev": -10.05, "e_tot_ha": -232.40530, "molar_mass_da": 72.11, "total_charge": 0, "symbols": ["C", "C", "O", "C", "C", "H", "H", "H", "H", "H", "H", "H", "H"], "positions_angstrom": [[-0.512, -1.587, -0.183], [-0.830, -0.309, 0.560], [-1.298, 0.771, -0.242], [-0.071, 0.949, 0.450], [1.167, 1.137, -0.388], [0.467, -1.566, -0.669], [-0.542, -2.451, 0.489], [-1.266, -1.735, -0.963], [-1.415, -0.449, 1.473], [-0.152, 1.641, 1.291], [2.019, 1.407, 0.243], [1.000, 1.950, -1.100], [1.432, 0.243, -0.960]]}



No. 2
{"formula": "C4H8O", "method": "ωB97M-V/def2-TZVPD", "spin_multiplicity": 1, "smiles": "CCC(C)=O", "de_lowest_ev": 1.678, "e_lumo_ev": 1.00, "homo_energy_ev": -9.34, "e_tot_ha": -232.38395, "molar_mass_da": 72.11, "total_charge": 0, "symbols": ["C", "C", "C", "C", "O", "H", "H", "H", "H", "H", "H", "H", "H"], "positions_angstrom": [[-0.707, -0.015, 1.205], [-1.065, -0.456, -0.378], [0.034, 0.460, -0.695], [1.468, 0.027, -0.635], [-0.300, 1.619, -0.876], [-0.286, -0.915, 1.655], [-1.624, 0.331, 1.645], [0.043, 0.776, 1.449], [-1.897, -0.129, -1.041], [-1.117, -1.540, -0.328], [1.637, -0.985, -0.248], [1.762, 0.069, -1.684], [2.053, 0.757, -0.070]]}



No. 3
{"formula": "C4H8O", "method": "ωB97M-V/def2-TZVPD", "spin_multiplicity": 1, "de_lowest_ev": 3.750, "e_lumo_ev": 1.13, "homo_energy_ev": -8.35, "e_tot_ha": -232.30782, "molar_mass_da": 72.11, "total_charge": 0, "symbols": ["C", "C", "C", "C", "O", "H", "H", "H", "H", "H", "H", "H", "H"], "positions_angstrom": [[-1.474, 0.151, 0.268], [-0.177, -0.027, -0.508], [0.713, -1.104, -0.091], [1.092, 1.399, 0.070], [1.953, 0.686, 0.524], [-2.335, -0.489, 0.013], [-1.275, 0.024, 1.338], [-1.760, 1.185, 0.098], [-0.243, 0.050, -1.596], [1.587, -1.368, -0.687], [-0.236, -1.610, -0.596], [0.765, -1.394, 0.962], [1.389, 2.497, 0.205]]}



No. 4
{"formula": "C4H8O", "method": "ωB97M-V/def2-TZVPD", "spin_multiplicity": 1, "de_lowest_ev": 3.923, "e_lumo_ev": 0.80, "homo_energy_ev": -7.10, "e_tot_ha": -232.30145, "molar_mass_da": 72.11, "total_charge": 0, "symbols": ["C", "C", "C", "C", "O", "H", "H", "H", "H", "H", "H", "H", "H"], "positions_angstrom": [[0.405, 0.224, 0.753], [1.683, -0.173, 0.090], [-0.846, -0.019, 0.168], [-1.083, -0.252, -1.228], [-1.994, 0.134, 0.917], [-1.745, 0.144, 1.849], [0.426, 0.684, 1.733], [-0.592, 1.019, -0.615], [-2.099, -0.458, -1.528], [-0.240, -0.453, -1.871], [2.506, -0.154, 0.804], [1.622, -1.185, -0.327], [1.957, 0.488, -0.743]]}



No. 5
{"formula": "C4H8O", "method": "ωB97M-V/def2-TZVPD", "spin_multiplicity": 1, "de_lowest_ev": 6.357, "e_lumo_ev": 0.59, "homo_energy_ev": -7.53, "e_tot_ha": -232.21200, "molar_mass_da": 72.11, "total_charge": 0, "symbols": ["C", "C", "C", "C", "O", "H", "H", "H", "H", "H", "H", "H", "H"], "positions_angstrom": [[1.885, 0.679, -0.580], [-1.686, 0.432, 0.895], [-0.979, -0.585, 0.134], [-0.225, -1.322, -0.516], [0.664, 0.336, -1.133], [1.896, 1.694, -0.136], [2.208, -0.006, 0.236], [2.723, 0.688, -1.300], [-2.091, 0.026, 1.823], [-0.977, 1.229, 1.120], [-2.504, 0.843, 0.301], [0.360, -2.062, -1.020], [-1.275, -1.950, 0.177]]}



No. 6
{"formula": "C4H8O", "method": "ωB97M-V/def2-TZVPD", "spin_multiplicity": 1, "smiles": "CC[C@H]1CO1", "de_lowest_ev": 1.200, "e_lumo_ev": 1.16, "homo_energy_ev": -10.23, "e_tot_ha": -232.40155, "molar_mass_da": 72.11, "total_charge": 0, "symbols": ["C", "C", "C", "C", "O", "H", "H", "H", "H", "H", "H", "H", "H"], "positions_angstrom": [[1.569, 0.632, 0.299], [0.055, 0.718, 0.489], [-0.692, -0.026, -0.590], [-1.266, -1.349, -0.340], [-2.087, -0.190, -0.389], [2.102, 0.998, 1.182], [1.898, -0.397, 0.115], [1.883, 1.238, -0.557], [-0.260, 1.769, 0.481], [-0.248, 0.309, 1.460], [-0.416, 0.225, -1.619], [-1.411, -2.060, -1.153], [-1.151, -1.795, 0.649]]}



No. 7
{"formula": "C4H8O", "method": "ωB97M-V/def2-TZVPD", "spin_multiplicity": 1, "smiles": "C=CC.C=O", "de_lowest_ev": 2.007, "e_lumo_ev": 0.96, "homo_energy_ev": -9.54, "e_tot_ha": -232.37188, "molar_mass_da": 72.11, "total_charge": 0, "symbols": ["C", "C", "C", "H", "H", "H", "H", "H", "H", "C", "O", "H", "H"], "positions_angstrom": [[1.114, 0.416, 0.303], [0.485, -0.597, -0.316], [-0.162, -0.493, -1.657], [1.751, 0.249, 1.155], [1.164, 1.394, -0.154], [0.562, -1.596, 0.094], [-0.250, 0.545, -1.974], [0.437, -1.032, -2.394], [-1.151, -0.950, -1.643], [-0.920, 0.506, 1.632], [-0.823, -0.197, 2.605], [-0.707, 1.587, 1.625], [-1.500, 0.169, 0.723]]}



No. 8
{"formula": "C4H8O", "method": "ωB97M-V/def2-TZVPD", "spin_multiplicity": 1, "smiles": "C[C@@H]1O[C@@H]1C", "de_lowest_ev": 3.661, "e_lumo_ev": 1.13, "homo_energy_ev": -9.81, "e_tot_ha": -232.31109, "molar_mass_da": 72.11, "total_charge": 0, "symbols": ["C", "C", "O", "C", "C", "H", "H", "H", "H", "H", "H", "H", "H"], "positions_angstrom": [[0.021, -1.453, 0.249], [-0.578, -0.321, 0.992], [-1.528, 0.111, -0.079], [-0.434, 0.961, 0.164], [0.731, 0.900, -0.902], [-0.020, -1.352, -0.902], [-0.828, -2.202, 0.515], [1.034, -1.558, 0.777], [-0.714, -0.056, 2.024], [-0.754, 1.954, 0.454], [0.560, 1.588, -1.748], [0.890, 0.061, -1.351], [1.620, 1.368, -0.193]]}



No. 9
{"formula": "C4H8O", "method": "ωB97M-V/def2-TZVPD", "spin_multiplicity": 1, "de_lowest_ev": 3.298, "e_lumo_ev": 0.38, "homo_energy_ev": -8.17, "e_tot_ha": -232.32444, "molar_mass_da": 72.11, "total_charge": 0, "symbols": ["C", "C", "C", "C", "O", "H", "H", "H", "H", "H", "H", "H", "H"], "positions_angstrom": [[1.510, 0.648, 0.713], [0.518, -0.312, 0.082], [-0.967, -0.056, 0.313], [-1.481, -0.591, -1.000], [-0.941, -0.313, -2.073], [1.572, 0.640, 1.813], [1.277, 1.674, 0.409], [2.517, 0.426, 0.338], [0.218, 0.013, -1.457], [0.730, -1.359, 0.418], [-1.519, -0.489, 1.165], [-1.145, 1.030, 0.329], [-2.290, -1.309, -1.049]]}



No. 10
{"formula": "C4H8O", "method": "ωB97M-V/def2-TZVPD", "spin_multiplicity": 1, "smiles": "CC=O.C=C", "de_lowest_ev": 1.655, "e_lumo_ev": 0.98, "homo_energy_ev": -9.88, "e_tot_ha": -232.38481, "molar_mass_da": 72.11, "total_charge": 0, "symbols": ["C", "C", "O", "H", "H", "H", "H", "C", "C", "H", "H", "H", "H"], "positions_angstrom": [[-0.471, 1.255, 1.991], [-1.719, 0.658, 1.399], [-2.503, -0.040, 1.982], [-0.125, 0.597, 2.786], [0.259, 1.407, 1.197], [-0.741, 2.202, 2.454], [-1.922, 0.926, 0.342], [0.976, -1.700, -1.709], [1.475, -0.625, -2.325], [-0.107, -1.710, -1.654], [1.547, -2.549, -1.383], [0.791, 0.007, -2.868], [2.539, -0.430, -2.213]]}